(1)
Density functional theory data (ωB97M-V with the def2-TZVPD basis set) for a structure of composition C9H9HfN2O5S in a non-equilibrium geometry.

Atoms and positions in Å:
1 O 0.15 1.55 -3.40
2 C -0.20 1.31 -2.32
3 Hf 0.62 -0.17 0.29
4 C -0.15 1.03 1.81
5 O -0.68 1.54 2.72
6 C -0.35 -2.00 -0.44
7 O -0.94 -3.00 -0.05
8 C 1.90 0.78 -1.16
9 O 2.82 0.99 -1.84
10 C -1.53 0.29 -0.20
11 O -2.69 0.20 -0.21
12 H 0.46 -2.18 -1.23
13 S 2.15 -1.50 1.80
14 C 1.41 -1.59 3.41
15 N 0.13 -2.01 3.50
16 C -0.52 -2.24 4.78
17 C -0.02 -1.24 5.80
18 C 1.51 -1.25 5.89
19 N 2.09 -1.25 4.52
20 H -0.20 -2.50 2.68
21 H -0.30 -3.26 5.11
22 H -1.59 -2.14 4.62
23 H -0.44 -1.45 6.79
24 H -0.35 -0.22 5.53
25 H 1.85 -2.15 6.42
26 H 1.88 -0.37 6.44
27 H 3.09 -1.08 4.43

Results
Energy: -34803.4411 eV
Net charge: +3
Orbital gap: 5.622 eV
ΔE to the lowest compared entry with this formula, charge and spin: 0.9579 eV
Maximum force: 0.2119 hartree/bohr
E_HOMO: -20.44 eV
2S+1: 1

***

(2)
Density functional theory data (ωB97M-V with the def2-TZVPD basis set) for the molecule C3H4N2O2.

Atoms and positions in Å:
1 N 1.32 -1.29 -0.21
2 C 0.25 -0.47 0.09
3 C -1.08 -0.63 -0.03
4 O -1.73 0.54 0.41
5 C -0.77 1.49 0.27
6 O -0.98 2.59 -0.13
7 N 0.50 0.86 0.50
8 H 2.08 -0.79 -0.66
9 H 1.05 -2.11 -0.74
10 H -1.67 -1.17 -0.74
11 H 0.89 1.01 1.43

Results
Energy: -10250.0575 eV
Orbital gap: 9.280 eV
ΔE to the lowest compared entry with this formula, charge and spin: 2.2076 eV
Maximum force: 0.0170 hartree/bohr
Structure (SMILES): Nc1coc(=O)[nH]1
E_HOMO: -8.54 eV
2S+1: 1

***

(3)
Density functional theory data (ωB97M-V with the def2-TZVPD basis set) for a structure of composition C8H14HfN3O4 in a non-equilibrium geometry.

Atoms and positions in Å:
1 C -0.05 1.89 -3.45
2 Hf 2.75 -0.03 -0.48
3 N 2.97 2.05 0.54
4 N 3.43 1.10 -2.40
5 H 3.18 1.83 1.53
6 H -0.39 2.85 -3.13
7 H -0.82 1.12 -3.41
8 H 0.70 1.60 -2.70
9 H 0.43 1.90 -4.43
10 H 4.46 1.12 -2.39
11 H 3.12 2.08 -2.52
12 H 3.15 0.60 -3.27
13 H 3.76 2.59 0.16
14 H 2.15 2.71 0.53
15 O 1.32 -1.53 -0.52
16 C 0.42 -0.75 0.08
17 O 0.97 0.49 0.30
18 C -0.80 -1.09 0.71
19 C -1.17 -0.28 1.79
20 C -2.19 -0.67 2.64
21 C -2.89 -1.85 2.36
22 C -2.55 -2.66 1.25
23 C -1.51 -2.29 0.42
24 N -3.99 -2.22 3.20
25 O -4.27 -1.48 4.17
26 O -4.62 -3.27 2.95
27 H -0.65 0.66 1.97
28 H -2.48 -0.04 3.48
29 H -3.17 -3.53 1.08
30 H -1.24 -2.89 -0.44

Results
Energy: -22480.5537 eV
Net charge: +1
Orbital gap (spin up / spin down): 4.668 / 4.640 eV
Maximum force: 0.0940 hartree/bohr
E_HOMO (spin up / spin down): -9.40 / -9.36 eV
2S+1: 1

***

(4)
Density functional theory data (ωB97M-V with the def2-TZVPD basis set) for a structure of composition C19H25ClN6O4 in a non-equilibrium geometry.

Atoms and positions in Å:
1 C -4.48 -1.98 2.02
2 H -4.82 -1.84 3.03
3 O -3.09 -2.14 1.87
4 C -2.69 -2.33 0.61
5 H -3.23 -1.57 -0.17
6 C -1.14 -2.24 0.64
7 O -0.55 -3.12 0.19
8 N -0.53 -1.32 1.04
9 C -1.19 -0.03 1.30
10 H -0.49 0.75 1.34
11 H -1.75 0.11 0.54
12 H -1.58 0.00 2.23
13 C 0.76 -1.27 1.46
14 C 1.75 -0.50 0.40
15 N 2.12 0.69 0.55
16 N 2.78 1.24 -0.43
17 N 2.42 0.33 -1.29
18 N 1.86 -0.67 -0.83
19 C 1.45 -1.96 -1.82
20 H 2.35 -1.99 -2.39
21 H 1.10 -2.67 -1.25
22 C 0.36 -1.28 -2.55
23 H -0.56 -1.33 -1.92
24 H 0.13 -2.05 -3.27
25 O 0.38 -0.28 -3.49
26 C 0.07 0.86 -2.48
27 O -0.71 0.96 -1.38
28 N 0.64 1.94 -3.24
29 C 0.54 3.49 -2.67
30 C -0.15 3.79 -1.48
31 C -0.12 5.06 -1.31
32 C 0.35 6.06 -2.13
33 C 1.12 5.63 -3.19
34 C 1.00 4.39 -3.50
35 H 1.57 4.07 -4.42
36 H 1.74 6.30 -3.89
37 Cl 0.30 7.66 -1.72
38 H -0.49 5.50 -0.13
39 H -0.58 3.06 -0.96
40 H 1.26 1.93 -4.02
41 C 1.64 -2.68 1.82
42 H 2.91 -2.37 1.70
43 C 1.13 -3.02 3.01
44 H 0.16 -3.65 2.98
45 H 1.92 -3.68 3.37
46 C 0.74 -1.97 3.88
47 H 1.28 -1.82 4.86
48 H -0.36 -1.85 4.16
49 C 1.22 -0.79 2.74
50 H 2.38 -0.39 2.89
51 H 0.69 0.16 3.01
52 H 1.35 -3.44 0.81
53 H -3.02 -3.50 0.26
54 H -4.96 -2.94 1.83
55 H -4.95 -1.25 1.43

Results
Energy: -49744.1169 eV
Orbital gap: 9.349 eV
ΔE to the lowest compared entry with this formula, charge and spin: 19.9230 eV
Maximum force: 0.2986 hartree/bohr
E_HOMO: -8.76 eV
2S+1: 1

***

(5)
Density functional theory data (ωB97M-V with the def2-TZVPD basis set) for the molecule C6H8N2 in a non-equilibrium geometry.

Atoms and positions in Å:
1 C -2.28 -0.60 0.44
2 C -1.16 -1.14 -0.07
3 C 0.26 -0.77 -0.06
4 N 1.16 -1.75 -0.33
5 C 0.76 0.50 0.06
6 C 2.16 0.84 0.38
7 C -0.31 1.44 -0.18
8 N -1.20 2.14 -0.46
9 H -2.25 0.35 0.97
10 H -3.32 -1.01 0.46
11 H -1.24 -2.27 -0.32
12 H 0.85 -2.64 -0.08
13 H 2.12 -1.56 -0.52
14 H 2.91 0.60 -0.41
15 H 2.22 1.95 0.66
16 H 2.43 0.26 1.27

Results
Energy: -9329.9579 eV
Orbital gap: 8.463 eV
ΔE to the lowest compared entry with this formula, charge and spin: 1.7497 eV
Maximum force: 0.0665 hartree/bohr
Structure (SMILES): C=C/C(N)=C(/C)C#N
E_HOMO: -8.12 eV
2S+1: 1

***

(6)
Density functional theory data (ωB97M-V with the def2-TZVPD basis set) for a structure of composition C61H136AsClF6N6O6 in a non-equilibrium geometry.

Atoms and positions in Å:
1 Cl -1.21 -0.87 0.17
2 O -0.56 -2.15 -0.17
3 O -1.81 -0.94 1.52
4 O -0.16 0.18 0.18
5 O -2.23 -0.57 -0.79
6 C -9.55 1.00 2.56
7 C -9.12 2.41 2.26
8 C -7.59 2.63 2.44
9 C -6.84 1.67 1.45
10 N -5.33 1.60 1.45
11 C -4.90 0.95 0.22
12 C -5.42 -0.48 0.41
13 C -5.14 -0.72 1.93
14 C -4.91 0.65 2.55
15 C -4.70 2.91 1.55
16 C -4.93 3.91 0.44
17 C -4.49 5.35 0.73
18 H -9.30 0.83 3.58
19 H -9.16 0.28 1.83
20 H -10.63 0.92 2.47
21 H -9.69 3.11 2.86
22 H -9.48 2.86 1.31
23 H -7.31 2.49 3.47
24 H -7.27 3.63 2.26
25 H -7.21 1.84 0.46
26 H -7.18 0.68 1.73
27 H -3.82 0.88 0.17
28 H -5.24 1.52 -0.68
29 H -4.85 -1.14 -0.20
30 H -6.48 -0.54 0.20
31 H -4.30 -1.39 2.01
32 H -6.00 -1.18 2.43
33 H -3.82 0.70 2.66
34 H -5.40 1.05 3.43
35 H -3.65 2.67 1.67
36 H -5.07 3.29 2.55
37 H -5.99 3.80 0.20
38 H -4.36 3.65 -0.47
39 H -4.87 6.01 -0.05
40 H -3.40 5.40 0.76
41 H -4.75 5.76 1.70
42 C 6.83 -2.39 -3.65
43 C 5.68 -1.75 -4.43
44 C 4.37 -1.50 -3.68
45 C 3.59 -2.80 -3.49
46 N 2.50 -2.69 -2.43
47 C 3.10 -2.70 -1.03
48 C 3.59 -4.10 -0.76
49 C 2.69 -4.94 -1.71
50 C 1.74 -3.95 -2.34
51 C 1.68 -1.44 -2.58
52 C 0.72 -1.45 -3.82
53 C 0.30 0.00 -4.10
54 H 7.71 -2.56 -4.26
55 H 6.50 -3.34 -3.19
56 H 7.10 -1.76 -2.77
57 H 5.61 -2.35 -5.35
58 H 5.93 -0.78 -4.66
59 H 3.79 -0.79 -4.33
60 H 4.62 -1.05 -2.73
61 H 4.23 -3.60 -3.21
62 H 3.03 -3.07 -4.43
63 H 2.23 -2.41 -0.40
64 H 3.89 -1.98 -0.94
65 H 3.33 -4.35 0.31
66 H 4.67 -4.21 -0.97
67 H 2.19 -5.71 -1.18
68 H 3.28 -5.57 -2.38
69 H 0.91 -3.82 -1.64
70 H 1.44 -4.23 -3.35
71 H 2.38 -0.60 -2.75
72 H 1.15 -1.35 -1.62
73 H -0.11 -2.01 -3.45
74 H 1.20 -1.92 -4.66
75 H 1.06 0.52 -4.69
76 H 0.11 0.54 -3.16
77 H -0.52 0.01 -4.78
78 C 7.84 1.59 5.27
79 C 7.54 2.24 3.94
80 C 6.26 3.06 3.90
81 C 5.05 2.28 4.49
82 N 3.74 2.68 3.98
83 C 2.61 1.88 4.64
84 C 1.47 2.04 3.64
85 C 2.15 2.19 2.26
86 C 3.64 2.34 2.52
87 C 3.44 4.15 4.22
88 C 3.51 4.58 5.67
89 C 3.31 6.05 5.87
90 H 8.85 1.20 5.22
91 H 7.12 0.80 5.44
92 H 7.78 2.30 6.10
93 H 7.44 1.50 3.15
94 H 8.37 2.87 3.67
95 H 6.00 3.31 2.87
96 H 6.36 4.07 4.39
97 H 5.20 2.25 5.58
98 H 5.08 1.19 4.26
99 H 2.43 2.30 5.62
100 H 2.97 0.88 4.78
101 H 0.85 2.89 3.92
102 H 0.77 1.19 3.69
103 H 1.93 3.02 1.60
104 H 1.95 1.35 1.58
105 H 4.16 3.09 1.87
106 H 4.20 1.43 2.38
107 H 2.44 4.39 3.85
108 H 4.13 4.70 3.65
109 H 4.49 4.33 6.10
110 H 2.72 4.13 6.36
111 H 2.32 6.45 5.56
112 H 3.98 6.65 5.22
113 H 3.58 6.30 6.88
114 C -3.99 1.80 -4.53
115 C -4.31 0.48 -5.30
116 C -5.38 -0.37 -4.62
117 C -5.43 -1.74 -5.25
118 N -6.20 -2.82 -4.43
119 C -6.41 -4.00 -5.26
120 C -7.71 -3.81 -6.11
121 C -8.46 -2.61 -5.41
122 C -7.66 -2.38 -4.08
123 C -5.29 -3.14 -3.22
124 C -3.90 -3.66 -3.50
125 C -3.16 -4.12 -2.26
126 H -3.17 2.45 -4.94
127 H -3.66 1.48 -3.54
128 H -4.82 2.47 -4.35
129 H -3.38 -0.05 -5.42
130 H -4.60 0.73 -6.31
131 H -6.41 0.13 -4.75
132 H -5.15 -0.46 -3.55
133 H -4.50 -2.23 -5.46
134 H -6.02 -1.69 -6.19
135 H -6.56 -4.86 -4.58
136 H -5.48 -4.27 -5.77
137 H -8.26 -4.74 -5.94
138 H -7.50 -3.71 -7.17
139 H -9.50 -2.81 -5.23
140 H -8.49 -1.78 -6.12
141 H -7.97 -3.10 -3.33
142 H -7.72 -1.43 -3.65
143 H -5.91 -3.80 -2.57
144 H -5.28 -2.27 -2.60
145 H -3.36 -2.85 -3.96
146 H -4.02 -4.44 -4.28
147 H -2.79 -3.25 -1.72
148 H -2.38 -4.82 -2.56
149 H -3.85 -4.65 -1.62
150 C -0.61 -6.94 0.79
151 C -0.66 -6.46 2.25
152 C -0.54 -4.85 2.39
153 C 0.05 -4.72 3.75
154 N 0.09 -3.30 4.35
155 C 0.69 -3.20 5.71
156 C 0.26 -1.83 6.25
157 C -1.18 -1.74 5.76
158 C -1.29 -2.71 4.57
159 C 0.92 -2.53 3.39
160 C 2.18 -3.30 3.03
161 C 3.26 -2.43 2.41
162 H 0.38 -6.70 0.37
163 H -1.33 -6.40 0.14
164 H -0.77 -8.02 0.75
165 H 0.16 -6.89 2.88
166 H -1.56 -6.75 2.82
167 H -1.54 -4.36 2.37
168 H 0.05 -4.44 1.59
169 H 1.02 -5.16 3.83
170 H -0.63 -5.27 4.42
171 H 1.76 -3.42 5.61
172 H 0.19 -3.97 6.30
173 H 0.89 -1.06 5.73
174 H 0.38 -1.65 7.31
175 H -1.53 -0.74 5.57
176 H -1.84 -2.05 6.49
177 H -1.71 -2.30 3.64
178 H -1.93 -3.54 4.86
179 H 1.09 -1.55 3.82
180 H 0.33 -2.33 2.51
181 H 1.93 -4.00 2.27
182 H 2.62 -3.85 3.81
183 H 2.90 -1.87 1.55
184 H 4.07 -3.06 2.15
185 H 3.71 -1.74 3.14
186 C 1.68 4.94 -1.42
187 O 3.10 4.69 -1.32
188 C 3.58 3.44 -1.74
189 C 5.10 3.42 -1.68
190 N 5.51 4.52 -2.62
191 H 4.84 5.27 -2.59
192 H 6.39 4.93 -2.24
193 C 5.62 4.29 -4.10
194 C 5.71 5.70 -4.70
195 O 4.57 6.33 -4.16
196 C 4.08 7.49 -4.83
197 H 1.48 4.99 -2.51
198 H 1.49 5.88 -0.96
199 H 1.04 4.21 -0.95
200 H 3.27 3.31 -2.84
201 H 3.11 2.56 -1.23
202 H 5.59 2.50 -1.96
203 H 5.49 3.69 -0.69
204 H 4.69 3.88 -4.44
205 H 6.46 3.71 -4.39
206 H 5.80 5.66 -5.81
207 H 6.62 6.15 -4.29
208 H 3.49 8.03 -4.09
209 H 3.43 7.23 -5.66
210 H 4.87 8.09 -5.24
211 As 5.70 0.07 0.37
212 F 5.67 1.78 0.53
213 F 7.50 -0.07 0.59
214 F 5.55 -1.74 0.07
215 F 4.00 0.24 0.36
216 F 5.86 0.29 -1.35
217 F 5.49 -0.21 2.07

Results
Energy: -176317.2584 eV
Net charge: +4
Orbital gap: 10.560 eV
Maximum force: 0.0806 hartree/bohr
E_HOMO: -17.14 eV
2S+1: 1

***

(7)
Density functional theory data (ωB97M-V with the def2-TZVPD basis set) for a structure of composition CH3N3O2 in a non-equilibrium geometry.

Atoms and positions in Å:
1 C 0.12 0.75 0.43
2 N -1.23 -1.05 -0.92
3 N -1.48 -0.05 -0.26
4 N 1.28 -0.05 0.27
5 O 1.99 -0.12 1.27
6 O 1.60 -0.52 -0.82
7 H -0.02 1.60 -0.07
8 H -0.09 0.94 1.47
9 H -2.17 -1.51 -1.36

Results
Energy: -9644.6191 eV
Orbital gap: 8.933 eV
ΔE to the lowest compared entry with this formula, charge and spin: 6.8120 eV
Maximum force: 0.1088 hartree/bohr
E_HOMO: -9.48 eV
2S+1: 1

***

(8)
Density functional theory data (ωB97M-V with the def2-TZVPD basis set) for a cluster of 3 separate species, C3H12N2O2 in total in a non-equilibrium geometry.

Atoms and positions in Å:
1 C 1.36 -1.71 0.01
2 C 0.49 -0.45 -0.30
3 N -0.58 -0.40 0.69
4 C -1.45 0.51 0.55
5 N -1.50 1.44 -0.47
6 H 1.91 -1.54 0.93
7 H 0.72 -2.59 0.08
8 H 2.08 -1.91 -0.79
9 H 1.15 0.42 -0.31
10 H 0.03 -0.55 -1.29
11 H -2.35 0.63 1.15
12 H -0.65 1.42 -1.02
13 H -1.76 2.36 -0.16
14 O 0.74 2.89 -2.00
15 H 0.03 3.15 -2.60
16 H 1.52 3.13 -2.47
17 O -0.57 -2.55 2.41
18 H -0.37 -1.59 2.25
19 H -0.79 -2.67 3.33

Results
Energy: -10380.5215 eV
Orbital gap: 9.681 eV
ΔE to the lowest compared entry with this formula, charge and spin: 1.0281 eV
Maximum force: 0.0280 hartree/bohr
Structure (SMILES): CC/N=C\N.O.O
E_HOMO: -9.22 eV
2S+1: 1